[1]
{"formula": "C7H6BrNO12P2Pd", "method": "ωB97M-V with the def2-TZVPD basis set", "fmax_ev_per_a": 1.8, "charge": -2, "energy_ev": -125522.2192, "e_above_lowest_ev": 1.299, "molar_mass_g_mol": 544.392, "species": ["Pd", "O", "P", "O", "O", "O", "P", "O", "O", "O", "H", "H", "Br", "C", "C", "C", "C", "C", "C", "C", "O", "O", "H", "H", "H", "H", "O", "N", "O", "O"], "positions_angstrom": [[-1.110, 0.023, 1.167], [-3.344, -1.339, 4.030], [-2.934, 0.118, 3.454], [-3.692, 1.171, 4.152], [-1.422, 0.234, 3.360], [-3.442, 0.015, 1.862], [-3.407, -1.444, 1.104], [-3.710, -0.953, -0.392], [-4.497, -2.299, 1.622], [-1.980, -1.977, 1.194], [-3.770, -1.887, 3.337], [-3.150, -0.192, -0.628], [3.455, -0.032, -5.194], [3.470, -0.059, -3.283], [4.691, 0.037, -2.639], [4.714, -0.001, -1.251], [3.533, -0.133, -0.538], [2.316, -0.213, -1.204], [2.279, -0.174, -2.594], [1.032, -0.288, -0.397], [-0.059, -0.263, -1.012], [1.153, -0.351, 0.846], [5.605, 0.141, -3.208], [5.664, 0.078, -0.736], [3.516, -0.172, 0.542], [1.322, -0.225, -3.094], [-1.612, 3.702, -0.567], [-1.568, 2.551, -0.137], [-0.713, 2.259, 0.767], [-2.343, 1.672, -0.562]], "lowdin_charge": [1.052, -0.170, 0.189, -0.321, -0.363, -0.339, 0.165, -0.134, -0.293, -0.326, 0.016, 0.029, 0.663, -0.679, -0.161, -0.089, -0.021, -0.112, -0.063, -0.653, -0.033, -0.062, 0.086, 0.095, 0.113, 0.113, -0.005, -0.562, -0.078, -0.055]}

[2]
{"formula": "CH13NO4", "method": "ωB97M-V with the def2-TZVPD basis set", "fmax_ev_per_a": 4.1, "energy_ev": -10927.3143, "e_above_lowest_ev": 1.337, "molar_mass_g_mol": 103.118, "smiles": "CN.O.O.O.O", "species": ["C", "N", "H", "H", "H", "H", "H", "O", "H", "H", "O", "H", "H", "O", "H", "H", "O", "H", "H"], "positions_angstrom": [[-1.295, 0.989, 2.195], [-0.839, -0.402, 1.714], [-0.845, 1.155, 3.129], [-2.404, 0.953, 2.118], [-1.013, 1.764, 1.402], [0.275, -0.385, 1.612], [-1.196, -1.068, 2.351], [-1.894, -1.023, -1.196], [-1.584, -1.001, -0.306], [-2.636, -1.558, -1.251], [-0.243, 1.111, -1.066], [-0.057, 0.936, -0.130], [-0.983, 0.563, -1.278], [2.187, -0.659, 0.713], [2.251, 0.261, 0.338], [2.493, -1.119, -0.174], [1.992, 0.056, -2.019], [1.332, 0.712, -1.560], [1.667, -0.213, -2.886]], "lowdin_charge": [-0.136, -0.088, 0.040, 0.079, 0.077, 0.091, 0.034, -0.016, -0.008, 0.016, -0.046, 0.012, 0.003, -0.135, 0.039, 0.097, -0.131, 0.037, 0.037]}